# 1
{
  "formula": "C9H11N6",
  "method": "ωB97M-V/def2-TZVPD",
  "species": ["N", "N", "N", "N", "N", "N", "C", "C", "C", "C", "C", "C", "C", "C", "C", "H", "H", "H", "H", "H", "H", "H", "H", "H", "H", "H"],
  "xyz": [[1.894198, 0.425976, 0.931431], [-0.357870, 1.927257, 1.143057], [-1.827785, 0.174206, -3.215341], [-2.776433, -0.675977, -3.209709], [-2.539583, -2.229139, -0.007861], [0.499574, 2.615261, 0.531264], [1.733715, 2.689962, 0.258520], [-0.204375, -0.422934, 0.105848], [-2.994668, -1.473484, -2.214194], [-0.977708, 0.240496, -2.217531], [-1.115460, -0.515353, -1.028941], [1.206147, -0.061838, -0.106643], [-2.196353, -1.393400, -0.982904], [2.701836, 1.573506, 0.743805], [-0.893593, 0.780224, 0.977447], [-0.338149, -1.429897, 0.499447], [-0.232309, 1.011680, -2.423939], [-3.381131, -2.886997, -0.215968], [1.884547, -0.041917, 1.835263], [1.499054, 0.164075, -1.057703], [3.457168, 1.514799, 0.008966], [-3.867028, -2.079077, -2.225796], [-1.749519, 0.567058, 1.595817], [2.955464, 1.930323, 1.785305], [-1.980438, -2.371518, 0.736169], [2.349735, 3.428337, -0.234467]],
  "forces_ev_per_angstrom": [[-0.4, -2.8, -2.2], [-1.6, -1.4, 1.3], [2.2, 1.7, -0.7], [-2.5, -1.7, -0.8], [-4.2, -1.5, -2.3], [1.3, 2.3, -2.9], [0.4, -2.3, 1.4], [-1.0, 0.2, 0.9], [1.7, 1.4, 2.4], [-0.6, 0.0, 0.5], [-0.1, 0.0, -2.6], [-1.0, 1.1, 4.1], [-0.8, 0.0, -3.2], [-1.0, 2.2, 2.3], [2.4, -0.2, 0.6], [0.5, 0.3, 1.4], [0.2, -0.3, 0.6], [2.4, 1.6, 0.9], [-0.8, 0.5, 0.0], [1.1, 0.9, -2.4], [1.3, -0.4, -0.3], [-0.5, -0.7, -0.2], [-0.2, -0.3, -0.1], [0.9, -0.6, -1.2], [1.7, -0.9, 3.0], [-1.2, 1.0, -0.4]],
  "total_charge": 1,
  "smiles": "Nc1cnncc1[C@@H]1/C=N\\N=C/C/[NH+]=C/1",
  "orbital_gap_ev": [5.6, 5.6],
  "e_lumo_ev": [-5.97, -5.97]
}

# 2
{
  "formula": "C9H11NNiO5",
  "method": "ωB97M-V/def2-TZVPD",
  "species": ["Ni", "O", "O", "O", "O", "O", "N", "C", "C", "C", "C", "C", "C", "C", "C", "C", "H", "H", "H", "H", "H", "H", "H", "H", "H", "H", "H"],
  "xyz": [[-1.677143, -1.192315, 0.583030], [0.271270, -1.732518, -1.514890], [-3.249144, -0.345275, -1.725474], [-0.986257, 1.455856, 1.521349], [1.851013, 0.726003, 1.157624], [-0.622033, -1.841135, 3.237764], [3.291551, -0.877069, 1.935821], [0.516373, 1.817983, -2.630277], [2.771485, -1.841084, 0.995643], [4.108338, -1.335040, 3.044053], [1.599803, 1.695237, -1.850838], [-1.249836, 0.399188, 1.144726], [-0.399541, -1.440385, -0.613436], [-1.022071, -1.616238, 2.172315], [-2.573088, -0.589779, -0.824561], [2.770125, 0.376250, 1.905964], [0.265416, 1.086491, -3.405878], [1.789642, 2.375213, -1.022907], [2.327187, 0.898216, -1.999457], [3.566053, -1.253675, 3.995089], [3.251108, 1.058470, 2.631294], [-0.202567, 2.626547, -2.455897], [1.731126, -2.117026, 1.218609], [2.775552, -1.432527, -0.020285], [4.370904, -2.377745, 2.867184], [3.391532, -2.737015, 1.042763], [5.013748, -0.722833, 3.111021]],
  "forces_ev_per_angstrom": [[-0.2, -0.6, 0.3], [-2.4, 1.5, 3.5], [2.9, -0.5, 3.1], [-0.7, -3.5, -1.2], [1.5, -1.3, 1.1], [-1.1, 1.2, -4.0], [-0.7, -1.9, -0.1], [0.0, -0.2, 0.7], [0.5, -0.6, -0.6], [0.4, -0.2, -0.3], [-0.6, -0.2, -0.2], [0.9, 7.7, 2.3], [5.3, -3.2, -5.5], [1.2, -3.4, 6.4], [-6.0, 0.9, -4.9], [-1.0, 3.2, -0.2], [0.3, 0.4, 0.1], [0.0, 0.1, -0.3], [-0.1, 0.1, -0.1], [-0.1, 0.2, -0.1], [-0.3, -0.1, -0.2], [0.3, -0.3, -0.2], [0.2, 0.2, 0.3], [0.0, 0.1, 0.2], [0.0, 0.2, 0.1], [-0.2, 0.1, -0.1], [0.0, 0.1, 0.1]],
  "total_charge": 2,
  "orbital_gap_ev": [7.9, 3.6],
  "spin_multiplicity": 3,
  "e_lumo_ev": [-7.82, -11.98]
}

# 3
{
  "formula": "C9H11NO",
  "method": "ωB97M-V/def2-TZVPD",
  "species": ["O", "N", "C", "C", "C", "C", "C", "C", "C", "C", "C", "H", "H", "H", "H", "H", "H", "H", "H", "H", "H", "H"],
  "xyz": [[1.449520, 3.337633, 0.400107], [-2.055846, -1.683613, 0.675714], [0.101682, -0.654541, -0.716267], [-0.362106, 0.188182, 0.464844], [-1.136183, -0.691364, 1.472941], [-1.151332, -2.711977, 0.122355], [-0.681330, -1.967958, -1.130366], [0.109018, 1.451393, 0.588549], [1.313504, -0.097426, -1.242330], [1.134266, 2.067147, -0.046780], [1.809923, 1.268347, -1.034126], [-1.695851, -3.546981, -0.190861], [2.647675, 1.573666, -1.725420], [1.596994, -0.817404, -1.998007], [-1.568407, -1.750531, -1.642883], [-0.065346, -2.720729, -1.858388], [-0.289232, -2.868431, 0.673395], [-0.458577, -1.384892, 2.031056], [-2.496324, -2.319664, 1.322788], [-1.936910, -0.150513, 2.427626], [-0.157352, 2.373811, 1.346551], [0.393453, 3.585076, 0.810352]],
  "forces_ev_per_angstrom": [[-4.5, 0.3, 0.4], [1.3, -0.1, 1.9], [0.8, 2.7, 2.3], [-0.7, -3.7, -1.4], [-3.8, 0.0, 1.8], [-0.2, 3.6, -3.0], [3.9, -1.4, -0.7], [-1.5, 2.5, 3.3], [-2.8, 0.1, -0.3], [2.8, -1.2, -2.9], [-0.3, -0.9, 0.0], [-0.7, -1.5, 0.0], [-0.9, -0.1, 1.3], [1.3, 0.7, -0.5], [-1.1, 0.8, -1.0], [-0.9, 2.1, 1.6], [1.5, -1.0, 1.7], [0.0, 1.2, -0.2], [-0.9, 0.9, 1.1], [2.7, -1.2, -3.2], [-0.8, -3.4, -0.5], [4.9, -0.2, -1.6]],
  "orbital_gap_ev": 8.9,
  "e_lumo_ev": 0.65
}

# 4
{
  "formula": "C9H11NO2",
  "method": "ωB97M-V/def2-TZVPD",
  "species": ["O", "O", "N", "C", "C", "C", "C", "C", "C", "C", "C", "C", "H", "H", "H", "H", "H", "H", "H", "H", "H", "H", "H"],
  "xyz": [[-2.297267, -1.132803, 0.349365], [0.548673, -2.101349, 1.498113], [1.223482, -1.240522, 0.844775], [2.599532, -1.362613, 0.793838], [0.711129, -0.222255, 0.224427], [-1.797259, 0.087201, 0.513958], [-1.723773, -0.296739, -2.040105], [-2.479364, -0.262813, -0.767192], [1.325077, 0.868863, -0.283861], [3.293727, -0.279287, 0.230757], [-1.888385, 1.066661, 1.613836], [2.684626, 0.816886, -0.345615], [3.152334, 1.674943, -0.685225], [2.986481, -2.026924, 1.460349], [-1.755769, 0.720846, -2.440469], [-3.529354, -0.066530, -0.953529], [0.810149, 1.680881, -0.718265], [-2.189698, -0.862568, -2.888968], [-0.591297, -0.633307, -2.185615], [4.478085, -0.385501, 0.184891], [-0.842929, 1.126328, 2.087664], [-2.046025, 1.996623, 1.143344], [-2.672169, 0.833969, 2.363531]],
  "forces_ev_per_angstrom": [[0.1, -0.9, 0.8], [-0.4, -0.2, 0.1], [2.1, -1.5, 0.6], [-1.2, 4.0, -1.5], [-6.3, 1.8, 0.0], [1.7, -1.3, -1.7], [2.3, -1.2, -3.0], [0.9, 0.9, 0.4], [0.8, -1.0, -0.4], [3.5, -1.8, -0.1], [1.8, -0.9, 1.4], [-0.2, -0.7, 0.9], [1.5, 1.2, -0.8], [1.2, -2.2, 1.2], [0.1, 0.2, 0.2], [-0.1, 0.4, 0.4], [-0.8, 0.7, -0.2], [-0.2, 0.1, 1.0], [-2.4, 0.7, 1.4], [-2.7, 0.4, 0.3], [-1.8, -0.2, -0.3], [-0.4, 1.3, -0.3], [0.5, 0.0, -0.5]],
  "orbital_gap_ev": [8.0, 8.0],
  "e_lumo_ev": [0.14, 0.18]
}

# 5
{
  "formula": "C9H11NO2",
  "method": "ωB97M-V/def2-TZVPD",
  "species": ["O", "O", "N", "C", "C", "C", "C", "C", "C", "C", "C", "C", "H", "H", "H", "H", "H", "H", "H", "H", "H", "H", "H"],
  "xyz": [[0.576766, 1.013834, 3.238242], [-0.306372, -1.158064, 3.185707], [1.130308, -1.805879, 0.964854], [-1.754170, 0.158843, -2.797869], [-0.591301, -0.592660, -2.857526], [0.375457, -0.252309, 2.664193], [-2.009090, 1.106161, -1.764121], [0.134873, -0.520709, -1.707663], [-0.046270, 0.404022, -0.643185], [0.952533, 0.651634, 0.419962], [1.281450, -0.430377, 1.487522], [-1.086814, 1.269117, -0.778975], [1.855724, 0.824903, -0.140241], [-1.114826, 2.115096, -0.077210], [-2.919021, 1.705200, -1.697114], [-0.511899, -1.321430, -3.674250], [-2.343805, 0.171223, -3.659438], [2.332913, -0.263776, 1.713700], [1.872948, -2.445538, 1.396366], [0.145542, 0.925436, 4.121750], [1.080076, -1.007671, -1.718248], [0.728080, 1.489600, 1.069570], [0.216898, -2.036658, 1.253974]],
  "forces_ev_per_angstrom": [[-1.2, -2.2, 0.4], [1.6, 3.2, -1.5], [2.8, 0.3, 0.4], [-0.1, 1.8, 0.9], [-2.2, 0.0, 0.7], [-0.2, -1.2, 2.9], [-0.7, -0.9, -1.7], [2.5, 0.4, 1.1], [-0.2, -1.0, -1.4], [0.9, -0.6, 0.5], [-0.3, -1.3, -1.9], [-0.2, 1.0, 1.6], [0.7, 0.3, 0.2], [-0.5, -0.4, -0.2], [0.3, -0.1, -0.6], [0.7, 0.5, 0.5], [-1.4, -0.1, -1.0], [-0.2, 0.1, 0.7], [-1.9, 1.2, -0.6], [0.2, 0.4, -0.7], [0.6, -0.9, 0.4], [-0.2, 0.7, -0.7], [-1.0, -1.3, 0.3]],
  "smiles": "N[C@@H](Cc1ccccc1)C(=O)O",
  "orbital_gap_ev": 9.3,
  "e_lumo_ev": 0.54
}

# 6
{
  "formula": "C9H11NO3",
  "method": "ωB97M-V/def2-TZVPD",
  "species": ["O", "O", "O", "N", "C", "C", "C", "C", "C", "C", "C", "C", "C", "H", "H", "H", "H", "H", "H", "H", "H", "H", "H", "H"],
  "xyz": [[0.253639, 0.563791, 2.352449], [2.334080, -0.234871, 0.064276], [0.328576, 1.438566, -2.206527], [1.398488, 0.904620, -1.568869], [-2.268384, -1.327231, -0.296543], [-2.589733, -1.224120, 1.086962], [1.286811, 0.181910, -0.464745], [-0.516222, 0.086759, 1.377117], [-1.038569, -0.797491, -0.724104], [0.166778, 0.864261, -3.475932], [-1.704068, -0.449614, 1.822448], [-0.073387, -0.167684, 0.072835], [1.429007, -0.188674, 2.725112], [0.128591, -0.229108, -3.473580], [1.434333, -1.249785, 2.393359], [-1.796559, -0.193357, 2.876965], [2.279560, 0.294485, 2.322209], [2.273536, 1.056218, -2.033088], [1.018237, 1.234030, -4.107549], [1.552750, -0.102121, 3.798098], [-0.711170, 1.259280, -3.835993], [-2.894354, -1.887798, -0.981703], [-0.962888, -0.981721, -1.820713], [-3.595214, -1.541044, 1.423607]],
  "forces_ev_per_angstrom": [[1.2, 0.9, 0.9], [-1.4, 0.5, -0.6], [-0.9, 0.4, 0.4], [-0.2, 0.4, -0.8], [0.9, 0.2, 1.8], [-0.3, 1.1, -1.7], [1.6, -1.5, 1.7], [1.0, -2.1, -1.0], [-1.1, -1.0, -1.8], [2.6, -0.3, -0.3], [-1.1, -0.1, 1.2], [-1.2, 0.4, -0.5], [-0.2, -0.3, 0.2], [0.1, 0.1, 0.1], [-0.4, 0.8, 0.2], [-0.7, -0.5, -0.1], [0.8, 0.3, -0.7], [0.5, 0.0, 0.2], [-0.7, -0.6, 0.1], [-0.5, -0.2, 0.3], [-2.1, 0.8, -1.0], [0.1, 0.2, 0.0], [0.8, 0.4, 1.0], [1.0, 0.0, 0.2]],
  "smiles": "CONC(=O)c1ccccc1OC",
  "orbital_gap_ev": 9.6,
  "e_lumo_ev": 0.76
}

# 7
{
  "formula": "C9H11NOS",
  "method": "ωB97M-V/def2-TZVPD",
  "species": ["S", "O", "N", "C", "C", "C", "C", "C", "C", "C", "C", "C", "H", "H", "H", "H", "H", "H", "H", "H", "H", "H", "H"],
  "xyz": [[1.954913, -2.197588, 0.231345], [1.901144, -2.285215, -1.415130], [-0.774406, 0.708658, -3.296879], [-0.359529, -0.515726, 1.255424], [1.885184, -0.392375, 0.400591], [-0.694533, 0.710978, -0.811289], [-1.691295, -0.456045, 1.617397], [-2.550064, 0.223649, 0.791057], [-2.024085, 0.770936, -0.362636], [0.250997, 0.033682, 0.123197], [2.422966, 0.145822, 1.704788], [-0.969119, 1.389204, -2.270347], [0.272652, -1.073125, 1.929284], [-1.073808, 1.130635, -4.173654], [-2.027344, -0.928938, 2.527209], [-1.372335, 2.395114, -2.171963], [2.090037, 1.170911, 1.860075], [2.471905, -0.006912, -0.439623], [-3.601687, 0.329083, 1.009136], [1.003424, -2.122640, -1.732370], [-2.739854, 1.280686, -1.000139], [3.510560, 0.138713, 1.664262], [2.114277, -0.449509, 2.560265]],
  "forces_ev_per_angstrom": [[0.4, 0.4, 0.0], [0.1, -0.1, -0.1], [0.1, -0.4, -0.6], [-0.2, 0.0, 0.1], [-2.1, 1.0, -2.7], [-0.5, 0.2, 0.3], [0.0, 0.1, -0.1], [0.1, 0.0, 0.0], [-0.2, 0.0, 0.2], [0.0, -0.1, 0.2], [0.1, 0.0, 0.0], [2.6, -1.2, 2.0], [0.0, 0.0, 0.1], [-0.1, 0.3, 0.2], [0.0, 0.0, 0.1], [-0.1, 0.0, -0.2], [0.0, 0.0, 0.0], [0.0, -0.1, 0.2], [-0.1, 0.0, 0.0], [-0.2, 0.0, 0.1], [0.0, 0.0, 0.0], [0.1, 0.0, 0.1], [0.0, 0.0, 0.1]],
  "smiles": "[H]/N=C/c1ccccc1[C@@H](C)SO",
  "orbital_gap_ev": 9.2,
  "e_lumo_ev": 0.79
}

# 8
{
  "formula": "C9H11NS",
  "method": "ωB97M-V/def2-TZVPD",
  "species": ["S", "N", "C", "C", "C", "C", "C", "C", "C", "C", "C", "H", "H", "H", "H", "H", "H", "H", "H", "H", "H", "H"],
  "xyz": [[-1.850705, 1.267895, 1.197810], [-2.066055, 0.123048, -2.155942], [2.280663, -0.843497, 0.060716], [0.626042, 1.103392, -0.042299], [-0.426553, 1.830892, 0.400419], [-2.652844, -1.738833, 0.478391], [-1.792884, -0.141713, -1.067858], [0.826716, -0.331726, 0.071598], [-1.537402, -0.787175, 0.185321], [-0.179233, -1.165037, 0.426319], [1.666649, 2.020880, -0.529560], [1.624746, 2.099378, -1.615517], [2.786940, 1.604980, -0.388945], [2.578223, -1.452538, 0.968697], [0.164135, -2.062990, 0.781244], [1.697415, 2.947666, -0.122494], [-0.321069, 2.852109, 0.380286], [2.311454, -1.442582, -0.754891], [-2.841054, -2.300081, -0.473288], [-2.488443, -2.434586, 1.302927], [-3.384180, -1.086173, 0.850678], [2.977448, -0.063301, 0.046383]],
  "forces_ev_per_angstrom": [[0.1, -1.7, -0.8], [0.1, 0.2, 0.4], [-1.7, 0.2, 3.5], [-0.5, 0.5, -0.2], [-0.8, -3.1, 0.9], [0.8, -0.9, -0.2], [-0.2, -0.3, -1.4], [1.0, 0.8, 1.3], [0.2, 1.2, 1.3], [0.7, 2.4, -1.4], [4.4, -3.6, -2.3], [-0.1, 0.2, -0.2], [-2.5, 1.0, -0.1], [-0.8, 0.5, -0.9], [-0.2, -2.4, 1.0], [-0.3, 2.8, 1.3], [0.2, 2.3, 0.3], [0.8, -1.9, -2.6], [-0.5, 0.6, 1.0], [0.6, 0.0, -0.2], [-2.0, 0.4, -0.2], [0.9, 0.9, -0.4]],
  "orbital_gap_ev": [7.1, 7.1],
  "e_lumo_ev": [-0.95, -0.95]
}

# 9
{
  "formula": "C9H11O2",
  "method": "ωB97M-V/def2-TZVPD",
  "species": ["O", "O", "C", "C", "C", "C", "C", "C", "C", "C", "C", "H", "H", "H", "H", "H", "H", "H", "H", "H", "H", "H"],
  "xyz": [[-2.906256, 0.359156, 3.944553], [-1.860466, -1.323392, 3.094825], [-0.251612, -0.593079, -0.355559], [2.537860, 0.317060, -2.759117], [1.003801, -0.428045, -0.902451], [-1.370764, -0.193980, -1.079500], [-1.234494, 0.264928, -2.367392], [1.155827, 0.114664, -2.180133], [0.031671, 0.431343, -2.924229], [-0.521047, 0.169603, 4.339395], [-1.858101, -0.224247, 3.796678], [1.907484, -0.774695, -0.414980], [3.127520, 0.977330, -2.126664], [0.159305, -0.678122, 4.364977], [3.076241, -0.636880, -2.790239], [-0.120045, 0.978601, 3.727435], [0.114912, 0.746330, -3.959415], [-2.346153, -0.246637, -0.614741], [-0.659878, 0.617751, 5.325108], [-2.118395, 0.516254, -2.941125], [-0.383216, -1.086437, 0.604647], [2.515805, 0.692493, -3.782075]],
  "forces_ev_per_angstrom": [[-0.3, -0.1, -0.2], [-0.3, -0.1, -0.2], [-0.1, -0.2, 0.1], [0.0, -0.6, 0.1], [0.2, -0.1, -0.4], [-0.2, -0.2, 0.5], [0.0, 0.4, -0.3], [0.3, 0.1, -0.4], [-0.4, -0.3, 0.1], [-0.1, 0.5, 0.1], [0.5, 0.1, 0.3], [-0.1, 0.1, 0.3], [0.0, 0.2, -0.1], [0.1, 0.1, 0.0], [0.0, 0.1, 0.0], [0.1, -0.2, -0.2], [0.1, 0.1, 0.1], [-0.1, -0.2, -0.1], [0.0, -0.3, 0.0], [0.0, 0.0, 0.0], [0.1, 0.2, 0.0], [-0.1, 0.2, 0.1]],
  "orbital_gap_ev": [9.8, 6.1],
  "spin_multiplicity": 2,
  "e_lumo_ev": [0.73, -2.96]
}

# 10
{
  "formula": "C9H11O3",
  "method": "ωB97M-V/def2-TZVPD",
  "species": ["O", "O", "O", "C", "C", "C", "C", "C", "C", "C", "C", "C", "H", "H", "H", "H", "H", "H", "H", "H", "H", "H", "H"],
  "xyz": [[-0.287368, 0.537386, 1.228103], [0.319805, 2.725912, 0.317171], [-0.909942, 4.592516, 0.377553], [0.445465, -1.895741, -1.392623], [1.668177, -4.089874, -1.170286], [0.693359, -2.873419, 0.806962], [-0.709518, 3.436989, 0.016201], [-0.097471, -0.640681, 0.656782], [0.880929, -2.933537, -0.554568], [-0.048627, -0.762264, -0.778768], [-1.795402, 2.709161, -0.868377], [0.265225, -1.726757, 1.466194], [1.015978, -4.887065, -1.529104], [2.366133, -4.510198, -0.466160], [2.271740, -3.686846, -1.989551], [1.023604, -3.733924, 1.384706], [0.110555, 1.570556, 0.776969], [-2.702552, 3.286138, -1.036008], [-2.047478, 1.751282, -0.428279], [0.360322, -1.495524, 2.513631], [0.315398, -2.000737, -2.480592], [-0.223353, 0.201722, -1.265743], [-1.285043, 2.584779, -1.828457]],
  "forces_ev_per_angstrom": [[-0.1, 0.3, 0.2], [0.3, -0.2, 0.2], [0.2, -0.1, -0.3], [-0.9, 0.2, 0.6], [-0.6, 0.6, -0.1], [0.6, 0.0, 0.9], [-1.4, -0.2, 0.2], [1.2, 0.9, -0.6], [0.2, -0.9, -1.3], [0.0, 0.9, 1.3], [1.1, 0.6, 0.2], [-0.4, 0.4, -1.3], [0.1, -0.1, -0.2], [0.2, -0.2, 0.4], [-0.2, -0.3, -0.1], [0.1, 0.1, 0.1], [-0.7, -0.6, -0.5], [0.1, 0.2, 0.2], [0.1, -0.3, 0.0], [-0.2, -0.5, 0.3], [0.8, 0.0, 0.4], [-0.3, -0.6, -0.3], [-0.2, -0.4, -0.1]],
  "total_charge": -1,
  "orbital_gap_ev": 7.6,
  "e_lumo_ev": 3.34
}